1.
Below is a structure of composition C5H13KO5, with properties calculated with wB97M-V/def2-TZVPD.

ORCA input file:
```
! RIJCOSX wB97M-V def2-TZVPD def2/J DEFGRID3
* xyz 0 1
K -1.5654 1.5421 0.3129
O -1.4972 2.3957 -4.1554
C -1.6038 1.3293 -3.2849
O -2.3825 1.4935 -2.2981
O -0.9417 0.3164 -3.5771
H -2.1030 3.0548 -3.7868
C 0.6026 -0.3033 2.4012
C -0.0634 0.2839 3.6026
O -1.1605 1.1020 3.1415
H 1.3405 -1.0458 2.7199
H 1.1277 0.4379 1.8032
H -0.1134 -0.8605 1.7950
H 0.6284 0.9054 4.1788
H -0.4475 -0.4936 4.2680
H -1.6130 1.5158 3.8812
C 0.9475 -2.1977 -1.1060
C 1.5319 -0.7961 -1.1284
O 0.5258 0.1972 -1.2129
H 0.1398 -2.2459 -0.3755
H 1.6907 -2.9520 -0.8318
H 0.5571 -2.4582 -2.0897
H 2.2473 -0.6842 -1.9525
H 2.1204 -0.6066 -0.2230
H 0.0315 0.0699 -2.0825
*
```

Results
- HOMO-LUMO gap (eV) = 7.818
- highest occupied orbital energy (Eh) = -0.3057
- maximum force (eV/Å) = 0.75

2.
Below is the molecule C5H13N, with properties calculated with wB97M-V/def2-TZVPD.

ORCA input file:
```
! RIJCOSX wB97M-V def2-TZVPD def2/J DEFGRID3
* xyz 0 1
C 1.6133 0.4474 -1.5878
C 0.1948 0.3840 -0.9711
C 0.2063 0.0995 0.4979
C 0.6640 -1.3261 0.7838
C -1.1145 0.4737 1.1489
N -2.2357 -0.1724 0.4173
H 2.1691 -0.5293 -1.4693
H 1.5806 0.6680 -2.6894
H 2.1784 1.2060 -0.9944
H -0.3408 1.3299 -1.0763
H -0.4012 -0.4124 -1.5113
H 1.0014 0.7930 0.8867
H 1.1198 -1.3504 1.8812
H -0.2711 -2.0693 0.6837
H 1.5176 -1.5837 0.0585
H -1.1036 0.1768 2.2260
H -1.2254 1.5938 1.1677
H -2.4541 0.3520 -0.4240
H -3.0989 -0.0803 0.9718
*
```

Results
- SMILES = CC[C@H](C)CN
- HOMO-LUMO gap (eV) = 10.519
- highest occupied orbital energy (Eh) = -0.3460
- maximum force (eV/Å) = 2.76

3.
Below is the molecule C5H13N, with properties calculated with wB97M-V/def2-TZVPD.

ORCA input file:
```
! RIJCOSX wB97M-V def2-TZVPD def2/J DEFGRID3
* xyz 0 1
C 1.6195 -1.5075 0.8332
C 1.5831 0.0138 0.8333
N 0.7528 0.5424 -0.2778
C -0.6838 0.2118 -0.2362
C -1.6180 1.3317 0.2546
C -1.0754 -0.2901 -1.6433
H 1.3898 -1.8984 1.8164
H 0.7941 -2.0024 0.3075
H 2.5587 -1.8812 0.4467
H 2.5807 0.4352 0.5679
H 1.2926 0.4672 1.7858
H 0.7928 1.5548 -0.2127
H -0.8397 -0.6556 0.4324
H -2.5947 1.3276 -0.2309
H -1.1787 2.3194 0.1195
H -1.8612 1.1265 1.2953
H -2.1502 -0.4251 -1.6808
H -0.5673 -1.1662 -2.0590
H -0.7952 0.4962 -2.3517
*
```

Results
- SMILES = CCNC(C)C
- HOMO-LUMO gap (eV) = 9.856
- highest occupied orbital energy (Eh) = -0.3196
- maximum force (eV/Å) = 1.70